Below is C40H32CaN8O3S3 as an isolated structure in a non-equilibrium geometry, with properties calculated with the ωB97M-V functional and the def2-TZVPD basis.

XYZ file:
```
87
Properties=species:S:1:pos:R:3:forces:R:3
Ca -0.31805 -0.61500 1.38455 1.24 -0.64 -0.98
S 0.75795 -8.43026 2.11489 -0.03 0.30 -0.04
S 2.94341 -0.59139 -2.67335 -0.19 -0.02 -0.21
S 0.78207 -2.37658 -1.70589 -0.06 -0.42 0.16
O -2.37133 -0.15248 0.98460 -1.45 0.23 -0.34
O -1.05013 -1.35253 3.28569 -0.50 -0.77 0.81
O 1.66104 0.45160 1.30332 0.82 0.28 -0.18
N 0.74005 0.34626 -1.61879 0.67 0.61 -0.37
N 1.32407 -2.41435 1.83991 -0.01 -0.45 -0.03
N -0.47627 -7.58848 1.45598 0.27 -0.14 0.17
N 1.75668 -7.19327 2.48744 -0.22 -0.22 -0.12
N -1.13128 -2.83508 0.80333 -0.12 -0.67 0.11
N -0.36891 1.22432 2.68421 -0.28 0.52 1.02
N -0.33452 0.50808 -0.78199 -0.40 -0.12 -0.51
N 0.43466 2.20862 2.16323 0.26 0.73 -0.61
C 3.29655 2.23067 -0.08022 -0.10 -0.02 0.08
C -1.08978 1.96251 -2.56780 0.01 0.03 0.13
C 0.88143 1.26834 -7.28165 -0.04 -0.01 -0.07
C 3.64330 4.41986 -1.01002 0.06 -0.01 -0.01
C -2.26174 1.86095 -0.29049 -0.22 -0.10 0.31
C -0.13723 -6.31489 1.51179 0.10 -0.19 0.07
C 3.39190 -3.17907 2.75279 -0.09 -0.06 0.00
C -2.06562 -0.77846 3.77243 -0.23 0.42 0.80
C -2.32373 -3.00286 0.27190 -0.21 -0.03 -0.10
C 0.88827 -3.67656 1.77431 0.61 -0.21 0.26
C 1.29157 -0.77489 -1.88974 -0.08 0.49 0.02
C -2.18313 0.58540 4.04626 -0.10 -0.46 0.06
C 2.15966 1.07882 -4.79396 0.00 0.07 -0.01
C -1.30398 1.57191 3.52052 0.63 0.33 -0.17
C 2.82786 1.05238 -3.44386 -0.09 -0.42 0.28
C -2.20303 -5.37533 0.47442 0.07 -0.05 0.05
C 2.52432 4.87672 -0.32191 0.01 0.06 -0.04
C -2.79827 1.03201 0.75320 -0.29 0.21 -0.38
C -0.94237 -5.21070 1.05477 -0.15 0.52 -0.11
C 0.52862 0.27049 -6.38308 0.02 0.03 0.02
C 1.38063 1.69218 1.40287 -0.36 0.27 0.89
C 1.16210 0.17306 -5.15286 0.00 -0.01 -0.01
C -3.28150 -1.64935 4.08032 0.23 0.00 -0.10
C -2.76778 3.15020 -0.47093 0.03 0.03 0.02
C -3.78439 3.66948 0.30997 -0.07 0.17 0.01
C 2.95538 -4.48094 2.71573 -0.08 -0.07 -0.03
C -2.90468 -4.26097 0.08337 0.10 -0.04 0.03
C 1.68006 -4.75364 2.21318 0.03 0.57 -0.03
C 4.02981 3.09179 -0.88185 0.02 0.09 0.01
C -1.48820 3.02405 3.89117 0.04 -0.12 0.03
C 2.51095 2.07023 -5.70828 -0.02 -0.03 0.00
C -1.19421 1.38554 -1.17265 0.32 -0.10 -0.42
C 1.14952 -6.08812 2.09955 -0.06 -0.25 -0.01
C 2.17510 2.68282 0.61434 0.21 -0.11 -0.18
C 2.53098 -2.17157 2.30390 0.28 0.08 0.07
C -3.88593 1.58209 1.49330 0.00 -0.11 0.09
C 1.88126 2.16626 -6.94141 0.02 0.05 -0.03
C -4.34985 2.86173 1.29726 0.05 -0.05 -0.11
C -0.43895 -3.90595 1.20323 -0.50 -0.35 -0.27
C 1.79382 4.01759 0.48451 0.00 0.00 0.02
H -2.83999 -2.09030 -0.00552 0.05 0.03 0.03
H 2.21402 5.91026 -0.43547 -0.02 -0.01 0.03
H -2.26682 3.14603 4.64540 -0.01 -0.03 0.00
H -0.24922 -0.43983 -6.63675 0.00 0.00 0.00
H 4.37731 -2.92831 3.12072 0.00 0.03 0.00
H 2.25768 1.64272 -2.72220 0.02 0.13 -0.06
H 3.28892 2.77961 -5.44574 -0.01 0.00 0.02
H -3.05163 0.92091 4.60122 -0.06 0.02 -0.10
H 0.38176 1.34455 -8.24070 0.01 -0.01 0.00
H -3.98609 -1.52688 3.25217 -0.03 -0.04 0.02
H -4.13457 4.68393 0.15481 0.03 -0.01 0.00
H -3.88661 -4.34596 -0.36174 0.00 0.03 -0.02
H -3.77405 -1.36038 5.01051 -0.04 0.01 -0.01
H -2.97682 -2.69645 4.11898 -0.01 0.00 0.07
H 3.84180 1.44994 -3.50818 -0.03 0.05 0.01
H 2.17083 2.94530 -7.63803 0.00 0.00 0.01
H -2.32901 3.78913 -1.22983 0.01 -0.05 -0.02
H 4.20125 5.09312 -1.65224 0.00 0.00 0.01
H -2.00494 2.46963 -2.86441 0.00 0.02 0.03
H -2.59414 -6.37699 0.34777 -0.03 0.01 0.00
H 3.54605 1.18107 0.00353 0.01 -0.02 -0.04
H 3.57011 -5.30523 3.05495 0.03 0.02 0.00
H -1.75343 3.59393 2.99802 0.01 0.02 0.00
H -0.88500 1.16144 -3.27512 0.06 0.00 -0.03
H -0.24960 2.66209 -2.62173 0.01 -0.01 -0.04
H 0.90921 4.35201 1.01018 -0.01 -0.03 0.01
H -0.54273 3.42384 4.26224 -0.04 0.08 0.00
H 0.88363 -0.61920 -4.46957 0.03 0.00 0.07
H -5.15776 3.24540 1.91337 0.00 -0.03 0.01
H -4.30733 0.95577 2.26926 0.01 -0.03 -0.01
H 4.89400 2.72256 -1.42362 -0.01 -0.01 0.00
H 2.82500 -1.12696 2.30625 -0.09 0.02 -0.03
```
Forces are in eV/Å.

## Properties
E_HOMO, Eh: -0.032
LUMO level, eV: 3.4441
Total energy, eV: -111013.17758
Spin multiplicity: 1
Total charge: -2
Gap between HOMO and LUMO, eV: 4.3